Entry 1:
DFT (the ωB97M-V functional and the def2-TZVPD basis) results for 12 unconnected molecules or ions with the total composition C36H67Cl22FN3O3.

Computed properties:
Max |F|   0.043 Eh/bohr
Net charge   +1
Kohn-Sham gap   8.9 eV
Electronic energy   -12025.66769 a.u.

Positions of all 132 atoms, in Å:
1 Cl 5.99342 -6.95678 -4.68104
2 Cl 8.51216 -5.27154 -1.00521
3 Cl -7.24768 3.91066 -2.91660
4 Cl -5.00507 0.71761 0.98396
5 Cl -12.15594 5.04146 -2.31191
6 Cl 5.80928 4.39063 8.22752
7 Cl -2.12810 -11.27995 2.72526
8 Cl -2.46461 5.84612 1.77660
9 Cl 2.13483 8.15523 -0.79211
10 Cl -0.21709 9.56732 1.33978
11 Cl -0.04858 -9.95867 5.08513
12 Cl -0.88548 5.02725 5.17034
13 Cl -5.16413 5.11103 -0.50789
14 Cl 0.25329 3.90120 1.21087
15 Cl -6.99644 0.22026 -1.73890
16 Cl 6.63297 1.92693 3.84212
17 Cl 6.97609 1.34693 7.22953
18 Cl 4.75720 0.57352 1.33592
19 Cl 5.65945 -3.68152 -1.97592
20 Cl 8.74031 -6.88542 -6.68714
21 Cl -10.75649 1.95166 -1.94380
22 Cl -0.08302 1.94748 3.94931
23 F -1.76983 -6.68085 0.56802
24 O -2.14052 0.87736 -1.57656
25 O 0.23804 0.46511 -3.02939
26 O -2.01216 -2.14686 1.09941
27 N 0.06980 -2.86870 -1.21286
28 N 1.88375 -0.67023 -1.91200
29 N -0.97714 -0.88469 -0.50339
30 C -1.39790 2.34872 5.08681
31 C -2.16662 -1.62345 0.03453
32 C -2.01006 3.69566 4.80055
33 C -0.76706 -4.00518 -1.71770
34 C -0.50412 -5.30814 -0.90462
35 C 4.36014 -1.75755 0.14809
36 C 0.04263 5.61880 0.74839
37 C -0.27892 -9.38685 3.41470
38 C 1.30416 10.28874 0.72486
39 C -11.07498 4.20795 -3.45755
40 C 2.89552 -1.87594 0.07741
41 C -1.14380 1.43839 0.49457
42 C 7.84888 -5.17453 -2.65839
43 C 6.46084 -8.17154 -5.90274
44 C 7.95781 -8.32879 -5.99520
45 C -1.70029 -9.56429 2.94186
46 C -6.79147 5.61532 -2.64374
47 C -1.83051 -6.06302 -0.66739
48 C 0.58467 -0.80899 -2.56302
49 C -0.76127 6.38556 1.75904
50 C 5.09292 2.30850 1.61673
51 C -6.29837 1.79687 0.38360
52 C -1.47768 0.49035 -0.65940
53 C 5.54849 1.66806 8.24472
54 C -3.45880 -1.73481 -0.74266
55 C 5.54342 -1.92282 -0.02252
56 C 1.65225 9.86314 -0.68074
57 C -5.36970 5.74551 -2.15914
58 C 4.84471 2.94185 7.84724
59 C -11.29170 2.71578 -3.46334
60 C -0.46151 -1.52191 -1.69551
61 C 7.17020 -3.85548 -2.91801
62 C 6.47604 2.53214 2.17488
63 C 1.47788 -3.14221 -1.63706
64 C 2.43502 -1.95402 -1.42537
65 C -7.44473 1.02295 -0.21162
66 H 5.87236 1.69648 9.28260
67 H 2.49997 10.44726 -1.03580
68 H -0.99569 2.30125 6.09618
69 H 1.88877 -3.99210 -1.08278
70 H 0.10077 -2.90757 -0.18589
71 H 2.43626 -0.99971 0.54776
72 H 6.69304 3.59928 2.20346
73 H -4.20412 -1.15163 -0.17756
74 H 0.42239 -9.91995 2.77638
75 H -10.04967 4.45878 -3.19748
76 H 4.99782 2.80860 0.65332
77 H -0.10200 -5.09801 0.09715
78 H -7.81176 0.26121 0.47300
79 H -8.26590 1.70117 -0.44158
80 H -0.35941 6.26735 2.76244
81 H 0.61419 1.07195 -2.37201
82 H 3.34342 -2.19238 -1.98971
83 H 4.87431 0.82146 8.11996
84 H 0.22134 -5.94756 -1.41636
85 H 2.52393 -0.34746 -2.63043
86 H -5.08145 6.79554 -2.13309
87 H 1.15749 11.36763 0.74094
88 H -0.77228 7.46025 1.52139
89 H 8.40068 -8.51740 -5.01973
90 H -1.61475 2.39389 0.28653
91 H -7.49826 6.04594 -1.93772
92 H -4.67794 5.21691 -2.81131
93 H 1.03403 6.04763 0.66598
94 H 6.00791 -9.11518 -5.60225
95 H -3.83770 -2.75703 -0.82397
96 H -0.51989 -4.23563 -2.75629
97 H -2.68117 -5.37199 -0.60973
98 H 0.68465 -1.38522 -3.50291
99 H 0.81918 10.01983 -1.36209
100 H 4.62044 2.95649 6.78271
101 H -2.02126 -6.81123 -1.44332
102 H 7.81767 -3.01624 -2.67051
103 H -1.82931 -9.08181 1.97355
104 H 4.32657 2.70165 2.28224
105 H 3.90863 3.03100 8.39731
106 H -5.85848 2.48081 -0.33651
107 H 8.68658 -5.29894 -3.34401
108 H 7.16861 -6.00869 -2.79842
109 H 2.54442 -2.79171 0.56856
110 H -1.30871 -1.78538 -2.35200
111 H -12.33883 2.46386 -3.61411
112 H -2.41044 -9.12517 3.63891
113 H -0.42316 5.64310 -0.23481
114 H 6.90046 -3.78045 -3.97079
115 H 1.51336 -3.44892 -2.68815
116 H 2.09501 10.03940 1.42832
117 H 6.02889 -7.87367 -6.85517
118 H -0.01853 -8.32882 3.40323
119 H -6.90390 6.13060 -3.59685
120 H -3.41887 -1.26145 -1.72988
121 H 6.57771 -2.16507 -0.03501
122 H -10.71159 2.26303 -4.26652
123 H 7.23551 2.04505 1.56667
124 H -0.07300 1.49776 0.67041
125 H -2.31257 3.78727 3.75936
126 H -2.15220 1.56958 4.98251
127 H 8.19933 -9.16588 -6.64857
128 H -1.68667 1.03102 1.36340
129 H -2.88916 3.83996 5.42756
130 H -11.28796 4.61310 -4.44621
131 H -6.64807 2.37659 1.23663
132 H -1.83107 -3.77180 -1.63094

Entry 2:
DFT (the ωB97M-V functional and the def2-TZVPD basis) results for 12 unconnected molecules or ions with the total composition C36H68N4O8.

Computed properties:
ΔE to the lowest compared entry with this formula, charge and spin   0.00 kcal per mole
Max |F|   0.044 Eh/bohr
Net charge   0
Kohn-Sham gap   10.1 eV
Structure (SMILES)   c1ccncc1.c1ccncc1.c1ccncc1.c1ccncc1.CCO.CCO.CCO.CCO.CCO.CCO.CCO.CCO
Electronic energy   -2233.36602 a.u.

Positions of all 116 atoms, in Å:
1 O -1.97520 1.06945 4.30243
2 O 1.46289 0.05862 2.27120
3 O 3.07710 3.12066 3.73820
4 O 3.64299 -1.53440 1.88746
5 O -3.38471 0.10462 1.83802
6 O 2.45114 -1.88107 -2.57904
7 O 2.70956 -3.16188 -0.04177
8 O -0.34757 -2.04480 -3.25383
9 N 0.99533 3.40586 1.80274
10 N -5.35628 1.47467 -2.93397
11 N -2.86759 -2.50642 0.42181
12 N 1.00599 2.24600 -2.61641
13 C -5.35828 0.27398 -3.51055
14 C 3.21379 -0.72232 -2.43309
15 C -4.15484 -0.38414 -3.77730
16 C 0.70364 -2.61442 -5.35983
17 C -3.70256 1.01069 0.74313
18 C 4.89487 -0.09797 3.37485
19 C -2.88926 -3.61352 1.14141
20 C 0.03494 1.44079 -4.64730
21 C -2.51012 0.15080 5.24408
22 C -4.21662 2.06392 -2.60127
23 C -2.94248 0.21708 -3.35810
24 C 1.41275 3.30785 -3.34800
25 C -2.77479 -4.88713 0.61761
26 C -2.97578 1.49465 -2.82288
27 C -1.29310 4.91607 1.23404
28 C 0.18808 3.75104 2.76372
29 C -2.62779 -5.00720 -0.75367
30 C 0.13202 -0.18799 1.73878
31 C -0.98770 4.47115 2.48518
32 C 0.30207 1.30702 -3.26422
33 C 1.30531 3.46021 -4.72117
34 C 0.54654 2.49212 -5.38586
35 C 3.48606 3.80042 4.88065
36 C 3.81322 2.73985 5.84751
37 C -0.37452 4.64401 0.23700
38 C -2.40445 -1.30519 4.75798
39 C -4.36121 2.19300 1.33033
40 C -2.75469 -2.63247 -0.88192
41 C -0.23951 -3.04134 -4.29809
42 C 4.87351 -0.82350 2.04431
43 C -2.73329 -3.89574 -1.54533
44 C 4.63983 -0.92695 -2.90756
45 C 0.90186 -4.55638 -0.66257
46 C 1.77362 -4.10052 0.54051
47 C 0.17266 -0.15143 0.19590
48 C 0.73994 3.88949 0.57493
49 H 4.98066 -1.90748 -2.54207
50 H -3.14837 -3.47086 2.21746
51 H 1.53190 -4.78876 -1.48333
52 H 2.77667 -2.51817 -1.88422
53 H 1.41534 3.61188 -0.17176
54 H -3.58626 0.32982 5.50150
55 H 4.13457 3.09835 6.78423
56 H -2.05010 1.94133 -2.61307
57 H 0.97327 -3.47427 -5.97088
58 H 3.23378 -2.68020 0.62924
59 H -2.82529 -1.36869 3.75566
60 H 2.89630 -0.97006 2.02853
61 H 2.96082 2.08791 6.11899
62 H 4.69764 -0.93155 -3.99879
63 H -2.72490 -5.73432 1.28942
64 H 0.45239 2.44836 -6.46795
65 H 2.78283 3.66150 3.01696
66 H 1.21312 -3.58570 1.33122
67 H -3.67139 2.67562 2.01099
68 H -6.35895 -0.10944 -3.74574
69 H 4.63232 2.08068 5.54714
70 H 5.63475 -1.59017 2.01566
71 H 0.31190 -5.44354 -0.37474
72 H -3.15311 -0.73392 1.37609
73 H -0.15582 -1.15136 2.15465
74 H -0.82744 -0.36358 -0.25546
75 H 3.19778 -0.44047 -1.35494
76 H -1.98828 0.27570 6.17445
77 H 0.19659 -3.77737 -0.98286
78 H -2.72398 -3.92090 -2.65693
79 H 2.31137 -4.96520 0.99349
80 H -0.01308 0.49680 -2.62872
81 H -1.26658 -3.22015 -4.65130
82 H 4.98112 -0.28474 1.11190
83 H -4.23973 -1.27007 -4.35425
84 H 1.65971 4.33407 -5.24477
85 H -2.19089 5.45444 1.01956
86 H 4.34303 4.43606 4.69763
87 H 2.62774 4.40149 5.16271
88 H 0.71511 -1.02280 -0.19764
89 H -0.56224 0.57766 2.08415
90 H 4.15425 0.71027 3.38365
91 H -0.49335 4.96550 -0.77807
92 H -2.91546 -1.95774 5.51664
93 H 1.86452 4.15599 -2.74383
94 H 0.52541 0.79671 -0.25450
95 H 1.64884 1.00236 2.16047
96 H 0.44586 3.58621 3.80054
97 H 0.55999 -1.97428 -2.84462
98 H -2.84979 -1.72618 -1.47967
99 H -2.06395 -0.34654 -3.59557
100 H -1.62540 4.69213 3.33902
101 H 0.12013 -4.02179 -3.93832
102 H 0.28507 -1.92215 -6.10064
103 H -5.21874 1.77958 1.89769
104 H 5.21772 -0.06312 -2.51327
105 H 1.65660 -2.29659 -4.89404
106 H 4.61769 -0.77849 4.18299
107 H -2.54106 -6.01976 -1.20809
108 H -1.36526 -1.56690 4.68759
109 H 5.88784 0.32013 3.60890
110 H -0.57714 0.71029 -5.11235
111 H -2.76819 1.36205 0.30941
112 H -4.32324 0.49102 -0.01941
113 H -4.69654 2.91050 0.58938
114 H -4.38474 3.09391 -2.23235
115 H -2.32299 0.77272 3.42747
116 H 2.74026 0.10901 -2.94128

Entry 3:
DFT (the ωB97M-V functional and the def2-TZVPD basis) results for 9 unconnected molecules or ions with the total composition C36H68N9O19PSSi.

Computed properties:
ΔE to the lowest compared entry with this formula, charge and spin   0.00 kcal per mole
Max |F|   0.057 Eh/bohr
Net charge   0
Kohn-Sham gap   8.1 eV
Structure (SMILES)   CCCCCCCCCCCc1ccc(CCO[Si](C)(C)C)c2c1Nc1cccc(P(O)O)c1S2.C[N+](=O)[O-].C[N+](=O)[O-].C[N+](=O)[O-].C[N+](=O)[O-].C[N+](=O)[O-].C[N+](=O)[O-].C[N+](=O)[O-].C[N+](=O)[O-]
Electronic energy   -4363.12563 a.u.

Positions of all 135 atoms, in Å:
1 S -4.31485 -0.53421 -1.80578
2 P -5.19160 -3.60296 -0.81529
3 Si -3.02323 2.37238 3.85079
4 O -9.81331 -4.58889 -0.85385
5 O -1.46894 1.94978 8.67849
6 O 1.73742 -3.45258 0.44804
7 O 7.86815 -7.28420 -2.72687
8 O -4.93213 -2.56812 0.51516
9 O 9.09070 -4.63762 0.43946
10 O 3.69484 5.26829 -5.50212
11 O 1.69542 -4.48115 -1.45488
12 O -12.32450 -0.70614 4.48036
13 O -10.60640 -2.83572 0.13434
14 O 10.11431 -2.76667 0.80105
15 O 1.19747 4.25928 1.95132
16 O 3.04920 3.53219 2.79880
17 O -4.87485 -5.15036 -0.16116
18 O -3.62264 1.82573 8.83655
19 O 4.63261 3.84124 -6.83017
20 O 7.37197 -5.65576 -4.06235
21 O -13.49381 0.60477 3.21690
22 O -4.38379 2.63675 2.84224
23 N -12.81134 -0.38204 3.41435
24 N 7.14106 -6.39474 -3.12426
25 N -2.10470 -0.30366 -3.87374
26 N 10.03893 -3.88596 0.33182
27 N 2.32900 4.41072 2.37143
28 N -2.53628 2.24072 9.18511
29 N -9.72320 -3.64142 -0.10128
30 N 4.15566 4.92907 -6.57562
31 N 1.16197 -3.96867 -0.48852
32 C 4.70560 0.24490 0.75573
33 C -2.53688 0.51613 3.94699
34 C 1.88249 3.40069 -3.60738
35 C -2.89805 0.61838 -1.60912
36 C 1.69085 1.83236 -3.69291
37 C 5.10274 -2.34226 0.34251
38 C 4.91040 1.67944 0.10008
39 C -3.56886 2.87227 5.62627
40 C 2.87026 5.79527 2.35801
41 C -3.80554 1.41451 0.68419
42 C -1.93302 0.58586 -2.72477
43 C -0.74636 1.45462 -2.73011
44 C -2.71780 1.47649 -0.43808
45 C -0.55681 2.31076 -1.55425
46 C -2.51573 3.18768 10.33158
47 C 3.98588 2.91876 -2.04975
48 C -2.39206 -1.67392 -3.47532
49 C 6.28216 -3.08634 -0.42329
50 C 3.61558 2.09380 -0.75122
51 C -12.54437 -1.27522 2.25516
52 C -1.61745 -2.78157 -4.05546
53 C -0.32430 -3.97170 -0.44457
54 C -3.45544 -2.00182 -2.49120
55 C -4.08468 2.77762 1.44502
56 C 0.19296 1.38981 -3.97558
57 C -8.42547 -3.43992 0.59702
58 C -1.92431 -4.13785 -3.61977
59 C 4.76265 -0.92299 -0.29644
60 C 2.78336 3.89188 -2.40970
61 C 11.20569 -4.38544 -0.44363
62 C 4.12922 5.93911 -7.66704
63 C -1.50730 2.30990 -0.42496
64 C -3.79348 -3.36905 -2.06605
65 C -3.02052 -4.46732 -2.64208
66 C -1.49345 3.42387 3.43451
67 C 5.85954 -6.19816 -2.39543
68 H 3.10556 1.11266 -0.98562
69 H 6.30276 -2.84406 -1.52068
70 H 5.06550 2.47160 0.87241
71 H -8.04528 -2.46282 0.30752
72 H -13.03600 -0.86601 1.37762
73 H 4.85518 3.57319 -1.75990
74 H -3.26114 3.50268 1.22548
75 H -1.63354 4.17466 2.61678
76 H 10.85981 -4.60457 -1.45155
77 H 11.56867 -5.28279 0.05226
78 H -1.29885 -4.95381 -4.05213
79 H 3.08938 6.20704 -7.84042
80 H -3.36486 3.96878 5.72116
81 H 3.88011 5.77895 2.75791
82 H 5.48377 -0.75300 -1.13772
83 H -0.80798 -2.52704 -4.77365
84 H 2.21883 6.40791 2.97737
85 H -11.46755 -1.31318 2.11059
86 H -2.48146 0.22494 5.02780
87 H 5.29347 -7.12404 -2.47056
88 H 2.86884 6.13737 1.32492
89 H 4.70713 6.79779 -7.33290
90 H -3.26075 -5.50370 -2.30372
91 H 2.25787 3.81968 -4.59679
92 H 3.24596 4.86965 -2.74314
93 H 4.56879 5.50108 -8.55843
94 H -2.94511 0.05438 -4.35531
95 H 0.25773 0.31936 -4.32522
96 H -1.52500 0.31213 3.50145
97 H 5.74047 1.58965 -0.64633
98 H -1.48666 3.47288 10.53021
99 H 2.00104 1.28214 -2.76644
100 H 3.71927 0.18513 1.28441
101 H -4.65192 2.61803 5.78414
102 H 5.33349 -2.29087 1.43702
103 H -3.10990 4.05450 10.05103
104 H -3.56872 0.54933 1.35428
105 H -0.64684 2.73341 3.16244
106 H -0.62328 -4.51607 0.44936
107 H -2.94693 2.67460 11.18816
108 H -0.71344 -4.45151 -1.33593
109 H -1.30034 2.95623 0.45359
110 H -8.61797 -3.48785 1.66690
111 H -5.01251 3.21296 0.97171
112 H 5.31703 -5.37721 -2.85522
113 H -3.31616 -0.11490 3.43776
114 H 6.10336 -5.96814 -1.36224
115 H 2.18962 4.15991 -1.48750
116 H 0.85428 3.84734 -3.46393
117 H 0.33030 2.97254 -1.47215
118 H 11.97127 -3.61509 -0.45695
119 H 2.29127 1.47564 -4.57985
120 H 3.73060 -1.03241 -0.74125
121 H -3.93535 -5.09678 0.11388
122 H -1.17784 4.00160 4.34734
123 H -0.26818 1.96168 -4.82588
124 H -7.73996 -4.22472 0.29402
125 H 4.22501 2.28108 -2.93514
126 H 4.21237 -3.02822 0.25044
127 H 6.17501 -4.20693 -0.36945
128 H -2.95313 2.30331 6.36680
129 H 7.26737 -2.86625 0.07078
130 H -0.65497 -2.93502 -0.40536
131 H -4.12515 -2.87519 0.97755
132 H -4.76770 1.13956 0.16343
133 H -12.94402 -2.25691 2.49866
134 H 2.88324 2.65752 -0.11364
135 H 5.54351 0.10565 1.48852

| no. | E_HOMO (eV) |
| --- | --- |
| 1 | -11.14 |
| 2 | -9.51 |
| 3 | -8.35 |